1.
20
Properties=species:S:1:pos:R:3:forces:R:3 method="wB97M-V/def2-TZVPD" lumo_energy_ev="-0.7 / -1.4" charge=0 total_energy_ev=-24283.24991 gap_ev="8.15 / 7.96"
N 1.934642 2.469752 -1.163767 2.692 -0.701 -2.122
C 0.058533 0.465699 0.395248 -0.978 0.319 0.402
H 0.349424 3.493623 -0.562472 0.194 -0.422 -0.179
H -1.259737 -3.165833 -0.194592 -0.110 1.321 -0.652
H -1.888752 0.977328 0.690864 -1.544 1.151 0.389
H -2.854944 -1.201915 0.067610 -2.721 -0.277 0.185
H 1.554844 1.647487 1.374766 0.173 -0.052 0.509
H 2.533278 -1.284327 -1.955439 0.440 0.430 1.429
C 0.841089 -0.553712 0.069247 2.870 -1.643 -1.120
C -0.977934 -2.080590 -0.256424 0.575 -0.745 0.267
H -0.169867 2.229916 1.380419 0.917 0.504 -0.113
O 3.109349 -0.679677 1.491230 0.666 -0.723 0.601
C 0.657906 1.783215 0.796920 -1.754 -0.486 0.314
S 2.709935 -0.396415 0.135204 -2.087 0.164 -2.601
C 0.384144 -1.800998 -0.324662 -0.709 -1.434 1.394
C -1.313113 0.167551 0.382729 1.042 1.255 -0.227
H 1.071353 -2.653527 -0.313128 -0.147 0.474 -0.503
C -1.854610 -1.023413 0.021146 2.656 -0.979 -0.019
C 1.009120 2.594653 -0.418791 -2.996 1.957 1.930
N 2.999985 -1.436954 -1.027470 0.821 -0.114 0.116



2.
19
Properties=species:S:1:pos:R:3:forces:R:3 method="wB97M-V/def2-TZVPD" lumo_energy_ev=-0.4 charge=0 total_energy_ev=-22235.41287 gap_ev=6.68
N -0.755885 -0.028862 0.780649 0.818 -1.360 1.955
C -1.702793 -0.415590 -1.419527 2.524 -1.146 2.843
N 1.005744 -0.255618 -0.263142 1.578 0.643 0.231
H 0.461524 2.189222 2.848319 0.635 1.954 2.375
C 1.872029 0.648268 0.158539 -1.232 1.540 0.963
H 0.282197 -3.075740 -2.062641 0.708 -2.683 -1.256
H 2.913345 0.695242 0.000308 1.255 -0.875 -0.847
H 2.187093 2.446244 1.322246 2.114 1.126 -0.327
C -0.504388 0.659893 1.898430 0.437 -0.562 -0.166
H -1.622101 -2.157921 -2.519482 -1.833 -1.788 -2.371
C 0.136154 -2.185424 -1.598064 -0.764 1.524 1.467
H -2.388927 -0.176144 -2.117713 -2.490 1.704 -1.652
C -1.453287 0.308106 -0.260294 -0.692 0.056 -1.936
C 0.499801 1.696237 1.964450 -2.828 -4.246 -2.652
S 1.526296 -1.734912 -0.653121 -1.158 -0.229 -0.959
C -1.109169 -1.654308 -1.816959 3.257 2.237 2.648
C 1.536386 1.700630 1.023153 -2.212 -0.732 0.930
H -1.861711 1.249599 -0.026388 -1.254 1.319 -0.884
H -1.022309 0.091078 2.741238 1.137 1.517 -0.361



3.
24
Properties=species:S:1:pos:R:3:forces:R:3 method="wB97M-V/def2-TZVPD" lumo_energy_ev=-0.8 charge=0 smiles="O=c1cc[nH]c(=O)[nH]1.O=c1cc[nH]c(=O)[nH]1" total_energy_ev=-22573.49933 gap_ev=7.91
N -3.572426 0.724077 -0.085738 -0.366 2.779 0.236
O 1.024495 1.805537 -1.577150 -0.633 -0.046 -0.383
H 3.320034 -1.524859 1.455796 -1.816 -0.824 -0.920
H 3.360329 1.901058 -0.644774 -1.409 -2.149 -0.402
N 0.880045 -0.411324 -0.813320 3.298 4.113 -1.665
N 2.872356 0.935774 -0.624300 2.300 1.659 0.451
H -0.113520 -0.307617 -0.934045 1.018 -0.037 -0.518
C 2.617470 -1.045762 0.718680 0.823 0.032 -1.282
C -3.691521 -0.503564 -0.683462 -0.278 1.005 -0.098
H -2.940106 -2.326392 -1.042903 -0.045 -2.346 -1.157
O -2.335425 1.994342 1.522946 -0.988 -1.790 -2.821
H -4.264474 1.568015 -0.207897 1.838 -2.585 0.248
H 1.057665 -2.319687 -0.064498 1.899 0.495 0.220
C -1.436058 -1.184183 0.027546 -1.479 -0.808 4.241
O 4.513581 0.128774 0.994913 -1.748 1.467 -3.676
N -1.556871 0.013727 0.898882 2.116 -0.393 -0.512
O -0.454575 -1.921132 0.141633 -7.255 0.080 0.677
C 1.549196 0.851373 -1.070131 0.008 -1.159 0.973
H -4.552920 -0.641567 -1.351669 0.260 0.001 0.689
C -2.454241 1.012825 0.740632 -1.401 1.972 2.636
C 3.464751 0.042155 0.267626 0.497 0.059 4.582
H -0.872302 0.447275 1.624764 -0.779 -1.834 -1.813
C 1.490295 -1.325416 0.009817 2.830 -1.680 0.509
C -2.763398 -1.462789 -0.531072 1.310 1.990 -0.215



4.
23
Properties=species:S:1:pos:R:3:forces:R:3 method="wB97M-V/def2-TZVPD" lumo_energy_ev="3.0 / 3.0" charge=-1 total_energy_ev=-39772.86302 gap_ev="5.67 / 5.67"
C -0.979908 -0.043670 -2.494463 -1.626 -0.770 1.822
H 1.009178 -0.071877 3.168234 -0.468 -0.777 1.082
H 1.663853 -0.581807 0.577196 -0.188 1.915 0.650
C 1.050682 -3.617746 -0.079641 -0.169 0.478 0.693
C -0.985064 1.337468 -1.821457 -0.340 0.639 -0.756
C 0.778813 1.418065 0.139996 -1.498 -1.190 -0.505
C 1.462033 0.565345 2.467694 1.540 0.497 -0.730
S -2.689010 1.698036 -1.068941 1.375 -0.243 -0.773
O 1.817827 -2.918476 0.390458 1.776 0.819 0.721
H -0.648359 2.208868 -2.451809 -0.496 -0.879 0.612
C 0.993710 0.211627 1.107449 1.644 -2.033 -2.865
S -3.058783 2.379071 1.714966 -0.906 0.341 1.219
C 0.057745 -0.404486 -1.511444 2.361 -1.746 -0.392
C -2.132572 1.939597 0.479503 1.195 0.028 0.600
H -0.546743 0.001037 -3.416082 0.741 -0.382 -2.872
H -1.815027 -0.783270 -2.364251 0.214 1.254 -0.531
O -0.145833 -0.606725 1.196824 -1.635 0.683 1.080
H 2.547111 0.532950 2.558686 0.076 -0.166 0.031
H -0.730172 0.026127 1.669507 -0.645 -0.837 -0.493
H 1.195938 1.570490 2.595441 -0.554 1.561 0.809
O 0.839401 -1.362360 -1.491946 -1.402 1.598 0.321
O 0.245918 -4.347817 -0.432183 -1.434 -1.474 -1.145
N 0.069268 0.849564 -0.933733 0.440 0.682 1.422



5.
23
Properties=species:S:1:pos:R:3:forces:R:3 method="wB97M-V/def2-TZVPD" lumo_energy_ev=3.0 charge=-1 total_energy_ev=-30988.77712 gap_ev=6.48
C -1.017929 1.959824 -0.823166 -0.258 -1.197 -0.758
H 2.458003 -1.358913 1.775502 0.308 0.430 0.556
C -2.379704 1.916831 0.948497 -0.120 -2.015 0.106
C -1.650566 2.730847 0.066051 0.060 -0.549 0.198
O -2.617926 -0.632017 1.032194 0.576 2.157 -0.844
H 0.306558 1.574644 -2.031062 0.625 -0.067 -0.498
H -0.260183 -0.736788 -1.855131 -0.188 0.813 0.537
H -1.905135 -1.404604 -1.364007 2.633 2.148 1.293
H 3.567602 -0.767019 0.416056 -0.653 -0.086 0.524
O 1.711390 -0.987710 -1.307811 0.439 0.946 -0.177
H 3.112474 -2.403733 0.610946 -0.104 -1.152 -0.586
C 1.527405 -1.121938 -0.106581 0.321 -2.014 -1.577
C -3.745386 -1.441489 -0.197828 -0.286 -0.601 2.236
C 2.727883 -1.422266 0.733882 0.364 1.404 0.627
O -3.848656 -2.569455 0.125667 0.596 -1.471 0.320
S -0.058531 -1.405656 0.543837 -0.590 0.698 -1.036
H -2.788944 2.301817 1.838274 -0.795 0.034 0.806
O -4.153827 -0.564006 -0.834994 -0.894 2.262 -2.345
O -0.291132 2.317499 -1.940257 -0.324 -0.561 0.440
C -0.977768 -0.633036 -1.029182 -1.363 -3.234 -0.212
N -1.430032 0.611699 -0.586780 -0.099 0.978 -0.201
C -2.238999 0.587923 0.561375 -0.696 -0.651 0.867
H -1.756154 3.760991 0.134043 0.446 1.729 -0.276



6.
24
Properties=species:S:1:pos:R:3:forces:R:3 method="wB97M-V/def2-TZVPD" s2=8.961 lumo_energy_ev="-8.8 / -8.8" charge=+2 spin_multiplicity=6 total_energy_ev=-40085.83788 gap_ev="6.74 / 6.86"
H 1.087351 0.461781 4.016174 -0.369 -0.306 0.049
C 0.593856 -0.464011 -1.903533 3.265 -0.840 -4.210
C -1.510336 1.147998 3.379986 0.650 -0.319 1.368
Sm -0.659149 0.141010 0.230585 -1.144 0.962 -1.379
H -0.929712 0.782616 6.589522 -0.186 0.151 -0.020
O -1.080539 0.744713 2.241197 -0.257 0.353 1.027
C 0.255573 -0.065203 4.511575 0.001 0.010 0.141
O 1.897125 2.432412 -0.831958 -3.671 -2.967 1.300
O -1.683366 -3.505375 -0.309929 1.389 4.698 0.276
C -1.011887 1.414105 -1.965822 0.102 1.340 -0.177
O 2.539755 -1.727959 0.516908 -4.765 2.751 -0.365
H -2.371574 1.821641 3.439792 0.107 -0.188 -0.059
C 1.059370 1.704687 -0.478735 4.483 3.536 -1.253
N -0.947989 0.794267 4.520447 -0.355 0.085 -1.596
C -1.358983 -2.400125 -0.225792 -1.540 -5.177 -0.329
H 0.026329 -1.034534 4.037915 0.175 0.446 0.098
C 1.527215 -1.158927 0.458937 5.570 -3.415 0.960
H -2.012007 0.870692 -1.568665 -0.364 -0.267 -0.407
O -0.974628 2.126125 -2.901294 -0.219 -1.332 1.414
H -1.546245 2.303685 5.894599 -0.065 -0.514 -0.056
C -1.548490 1.204731 5.798592 -0.284 0.257 0.428
H 0.549040 -0.250124 5.548381 -0.094 0.023 -0.286
H -2.569655 0.796512 5.894418 0.483 0.267 -0.061
O 1.352747 -0.578815 -2.767302 -2.912 0.444 3.137



7.
19
Properties=species:S:1:pos:R:3:forces:R:3 method="wB97M-V/def2-TZVPD" lumo_energy_ev="3.0 / 2.5" charge=-1 total_energy_ev=-21808.55763 gap_ev="6.57 / 4.71"
H -3.239692 1.993406 1.455587 0.017 -0.101 0.233
C -2.821945 2.209170 0.486788 -0.255 -0.500 -0.463
H 3.349601 0.481954 -1.738237 0.017 0.017 0.006
O -3.873654 -1.162097 -1.298594 0.870 0.535 -0.025
H 0.740734 -1.993569 1.644295 0.023 -0.029 0.102
C 3.397353 -0.539653 0.145899 0.440 0.099 0.020
C 0.673182 -0.963573 -0.230647 -1.563 0.048 -0.120
C 1.308682 -1.446888 0.898610 0.115 -0.015 0.101
C 2.667672 -1.235584 1.095251 0.097 -0.106 0.175
H 0.926142 0.116486 -2.064792 0.026 0.063 -0.098
H -2.427693 3.200922 0.325218 0.041 0.098 -0.147
C 1.410914 -0.269118 -1.173914 0.109 0.007 0.024
H 3.163882 -1.607823 1.987877 0.002 -0.013 0.008
H -2.397896 1.429396 -1.448500 -0.035 0.037 -0.046
P -3.358163 -0.410157 -0.130963 -1.406 -0.698 -0.131
H 4.459804 -0.367288 0.292190 -0.033 -0.017 0.005
C -2.832811 1.274853 -0.470484 0.532 -0.031 0.507
C 2.771078 -0.058016 -0.992680 0.160 0.107 -0.193
O -3.917191 -0.652427 1.217089 0.842 0.500 0.043



8.
19
Properties=species:S:1:pos:R:3:forces:R:3 method="wB97M-V/def2-TZVPD" lumo_energy_ev=-2.1 charge=0 smiles="C[C@@]12C[C@]1(C)C(=O)C(=O)C2=O" total_energy_ev=-14566.04108 gap_ev=7.72
C -0.692663 -0.118866 -0.351590 0.210 -0.431 -0.121
O 1.417123 1.438243 2.108016 -1.744 -0.355 -0.585
C -0.970816 -1.519345 -0.898604 -0.093 0.797 -0.245
O -2.891474 0.266216 0.553114 2.345 0.869 1.043
H -1.157643 -2.208400 -0.081062 -0.324 -0.097 0.019
H 1.837440 -1.569497 0.534236 -0.057 0.412 -0.153
C -1.684699 0.501293 0.656208 -2.742 -2.205 -3.317
H 0.491644 0.689112 -2.196589 -0.047 -0.434 1.201
C 0.480790 1.086284 1.400823 4.577 -0.203 -0.497
C 1.939158 -0.619568 -0.024161 -0.601 -0.152 1.320
C 0.693463 0.261019 0.129196 0.454 0.359 -0.625
O -1.427600 2.045465 2.506992 1.108 -1.662 -2.004
H 2.125446 -0.878336 -1.049473 0.052 0.055 -0.486
H 2.810661 -0.113575 0.396894 -0.112 0.096 -0.167
H -1.803603 -1.488020 -1.617527 0.121 -0.158 0.473
H -0.103580 -1.903258 -1.438252 0.058 0.182 0.018
C 0.129585 0.894612 -1.165152 -1.151 0.709 0.943
H -0.252653 1.924067 -1.100898 0.335 -0.369 -0.002
C -0.940581 1.312554 1.637831 -2.391 2.587 3.183



Summary of energy above the lowest of the compared OMol25 structures with the same formula, charge and spin in eV
4.606, 6.629, 5.431, 4.283, 0.766, 0.000, 2.312, 2.707
(order as listed above)